Arrangement A

{
  "formula": "C5H10O3",
  "method": "ωB97M-V/def2-TZVPD",
  "elements": ["C", "C", "C", "C", "C", "O", "O", "O", "H", "H", "H", "H", "H", "H", "H", "H", "H", "H"],
  "xyz": [[-1.06, 0.03, 0.83], [-0.59, -0.52, -0.35], [1.13, 0.25, -0.22], [-0.67, -1.40, 0.90], [1.28, 0.96, -1.54], [-1.02, 1.13, 1.59], [-2.78, -0.36, 0.07], [2.09, -0.77, -0.12], [-1.03, 0.88, 2.53], [-3.13, 0.48, -0.25], [2.62, -0.62, 0.68], [-0.82, -0.61, -1.39], [1.24, 0.95, 0.62], [0.26, -1.70, 1.36], [-1.48, -2.11, 0.93], [2.25, 1.45, -1.60], [1.21, 0.25, -2.37], [0.50, 1.72, -1.66]]
}


Arrangement B

{
  "formula": "C5H10O3",
  "method": "ωB97M-V/def2-TZVPD",
  "elements": ["C", "C", "C", "C", "C", "H", "H", "H", "H", "H", "H", "H", "H", "H", "H", "O", "O", "O"],
  "xyz": [[-2.15, -0.56, -0.10], [-1.24, 0.76, 0.02], [0.28, 0.64, 0.00], [1.06, -0.48, -1.00], [0.72, -0.76, 0.45], [-1.83, -1.34, 0.70], [-1.93, -0.93, -1.08], [-3.23, -0.53, 0.18], [-1.77, 1.41, -0.87], [-1.46, 1.06, 1.08], [1.62, 2.10, -0.32], [0.57, -0.92, -1.85], [2.94, -0.66, -0.19], [-0.23, -1.35, 0.76], [1.64, 0.49, 1.16], [0.89, 1.84, 0.40], [2.46, -0.11, -0.98], [1.67, -0.64, 1.62]]
}


Least stable = arrangement B


Arrangement A

{
  "formula": "C3H5FN2S",
  "method": "ωB97M-V/def2-TZVPD",
  "elements": ["H", "N", "C", "N", "S", "C", "C", "F", "H", "H", "H", "H"],
  "xyz": [[-1.23, 1.95, 0.10], [-0.28, 1.91, -0.19], [0.18, 0.72, -0.25], [1.45, 0.51, -0.58], [2.45, -0.47, 0.39], [-0.61, -0.55, -0.09], [-1.65, -0.69, 0.71], [-0.29, -1.54, -0.97], [1.83, 1.36, -1.00], [2.40, -1.63, -0.37], [-2.28, -1.59, 0.77], [-1.96, 0.05, 1.48]]
}


Arrangement B

{
  "formula": "C3H5FN2S",
  "method": "ωB97M-V/def2-TZVPD",
  "elements": ["N", "C", "C", "F", "C", "N", "S", "H", "H", "H", "H", "H"],
  "xyz": [[-2.33, -0.86, -0.20], [-1.50, 0.39, -0.25], [-0.26, 0.26, 0.11], [0.16, -1.00, 0.37], [0.92, 1.04, 0.00], [2.17, 0.68, 0.04], [2.80, -0.85, -0.21], [-3.25, -1.08, 0.27], [-1.73, -1.75, -0.21], [-1.94, 1.30, -0.50], [0.96, 2.14, 0.25], [3.99, -0.27, 0.32]]
}


Least stable = arrangement B